Below is a single C15H13ClN2O molecule, with properties calculated with ωB97M-V/def2-TZVPD.

Structure (XYZ):
```
32
Properties=species:S:1:pos:R:3:mulliken_charge:R:1
Cl 2.8400 0.4067 1.0022 -0.198
C 1.8071 0.4104 -0.3775 0.784
C 1.6275 1.5731 -1.1006 -0.491
C 0.7922 1.5711 -2.2042 -0.573
C 0.1671 0.3999 -2.5877 -0.650
C 0.3522 -0.7662 -1.8663 -0.311
C 1.1558 -0.7762 -0.7328 0.200
O 1.4050 -1.8634 0.0599 -0.470
C 0.4488 -2.8901 0.1628 -0.383
C -0.7165 -2.5050 1.0981 -0.843
N -1.4726 -1.3975 0.5882 0.166
C -2.3898 -1.4347 -0.4223 -0.348
N -2.8144 -0.2715 -0.7993 -0.720
C -2.1431 0.6317 -0.0118 0.740
C -2.1890 2.0206 0.0071 -0.782
C -1.3842 2.6743 0.9149 -0.488
C -0.5568 1.9772 1.7975 -0.645
C -0.4962 0.5992 1.7977 -0.941
C -1.2898 -0.0641 0.8761 1.020
H 2.1324 2.4732 -0.7882 0.439
H 0.6354 2.4814 -2.7604 0.403
H -0.4800 0.3851 -3.4505 0.369
H -0.1499 -1.6637 -2.1922 0.273
H 0.0612 -3.1889 -0.8171 0.279
H 0.9869 -3.7360 0.5986 0.401
H -0.3116 -2.2271 2.0741 0.306
H -1.3725 -3.3730 1.2160 0.408
H -2.7282 -2.3640 -0.8418 0.416
H -2.8348 2.5543 -0.6711 0.461
H -1.3922 3.7536 0.9522 0.405
H 0.0535 2.5309 2.4950 0.407
H 0.1524 0.0698 2.4793 0.369
```

Summary:
HOMO ... -8.531 eV
LUMO ... 0.69 eV
Strongest force on any atom ... 0.75 eV/Å
Total energy ... -33316.3752 eV
Structure (SMILES) ... Clc1ccccc1OCCn1cnc2ccccc21
Gap between HOMO and LUMO ... 9.22 eV
M ... 272.74 g/mol

---

Below is a single C15H13ClN2O5S molecule, with properties calculated with ωB97M-V/def2-TZVPD.

Structure (XYZ):
```
37
Properties=species:S:1:pos:R:3:mulliken_charge:R:1
C 0.3270 4.8719 0.3782 -0.907
O -0.5203 3.8770 0.9153 -0.454
C -0.9046 2.7915 0.1982 0.356
C -2.0119 2.1228 0.7392 -0.557
C -2.5369 0.9831 0.1783 -0.487
C -1.9649 0.4586 -0.9783 0.071
N -2.4662 -0.7299 -1.5177 -0.330
S -2.4489 -2.0718 -0.4865 1.167
O -3.4675 -1.9181 0.5014 -0.642
O -2.4687 -3.2144 -1.3443 -0.700
C -0.8405 -1.8612 0.2747 -0.048
C -0.7649 -1.2766 1.5263 -0.369
C 0.4594 -0.9177 2.0703 -0.802
C 1.5839 -1.1632 1.3024 0.814
C 1.4896 -1.7707 0.0374 0.584
C 0.2760 -2.1256 -0.5050 -1.053
O 2.7375 -1.8924 -0.4920 -0.465
C 3.6275 -1.3734 0.4037 0.434
O 4.8106 -1.3212 0.2455 -0.593
N 2.9207 -0.9274 1.5048 0.058
C 3.5368 -0.3141 2.6489 -1.004
C -0.8690 1.1017 -1.5320 -0.644
C -0.3380 2.2489 -0.9558 0.552
Cl 1.0823 2.8806 -1.7391 -0.242
H 0.2473 5.7112 1.0691 0.245
H 1.3674 4.5425 0.3344 0.352
H -0.0007 5.1899 -0.6134 0.375
H -2.4439 2.5465 1.6316 0.434
H -3.3838 0.4822 0.6165 0.577
H -2.0808 -0.9778 -2.4173 0.386
H -1.6827 -1.1124 2.0658 0.564
H 0.5292 -0.4588 3.0423 0.481
H 0.1806 -2.5945 -1.4695 0.505
H 3.3416 -0.9020 3.5470 0.324
H 3.1548 0.6984 2.7881 0.318
H 4.6091 -0.2786 2.4613 0.359
H -0.4046 0.7080 -2.4240 0.342
```

Summary:
HOMO ... -8.596 eV
LUMO ... 0.30 eV
Strongest force on any atom ... 1.03 eV/Å
Total energy ... -52341.1982 eV
Structure (SMILES) ... COc1ccc(NS(=O)(=O)c2ccc3c(c2)oc(=O)n3C)cc1Cl
Gap between HOMO and LUMO ... 8.89 eV
M ... 368.80 g/mol

---

Below is a molecular structure, C15H13N4O2ReS4Sb, with properties calculated with ωB97M-V/def2-TZVPD.

Structure (XYZ):
```
40
Properties=species:S:1:pos:R:3:mulliken_charge:R:1
Re 0.2718 0.5988 0.2805 1.297
C -4.9477 -1.2245 1.9838 -0.483
C -3.6204 -1.6100 2.1414 -1.065
C -2.6147 -0.8658 1.5603 0.148
C -2.9385 0.2607 0.8026 0.647
C -4.2719 0.6511 0.6418 -0.303
C -5.2680 -0.0941 1.2375 -0.739
N -1.8975 1.0037 0.1843 0.628
N -2.2596 1.8962 -0.6105 -0.618
C -1.2354 2.5110 -1.3269 0.313
C -1.5524 3.5464 -2.1765 -0.421
C -0.5405 4.1115 -2.9441 -0.269
C 0.7499 3.6105 -2.8400 -0.821
C 1.0027 2.5806 -1.9600 0.069
N 0.0302 2.0271 -1.2025 -0.255
H -5.7348 -1.8018 2.4500 0.437
H -3.3770 -2.4848 2.7284 0.421
H -1.5843 -1.1591 1.7032 0.226
H -4.5188 1.5314 0.0680 0.476
H -6.3002 0.2064 1.1244 0.418
H -2.5777 3.8854 -2.2255 0.543
H -0.7597 4.9288 -3.6188 0.460
H 1.5618 4.0161 -3.4270 0.441
H 1.9990 2.1749 -1.8541 0.416
S 1.9646 -5.4521 -4.2474 -0.151
Sb 1.7710 -6.2560 -2.2823 1.311
S 2.3791 1.1969 0.5576 0.003
S 0.3492 -1.3245 -0.4479 -0.068
S 1.6166 -7.0866 -0.3246 -0.153
O -1.7640 1.4433 3.0633 -0.433
C -0.6674 1.1147 3.3541 0.122
C 0.0000 1.0193 4.7051 -0.398
C 1.4972 0.8749 4.4127 -0.504
C 1.5392 0.8481 2.9281 0.730
O 2.6258 0.9247 2.2595 -0.355
N 0.3559 0.8066 2.3210 -0.400
H -0.4201 0.1701 5.2448 0.286
H -0.2423 1.9142 5.2763 0.367
H 1.9413 -0.0433 4.8024 0.311
H 2.1078 1.7012 4.7792 0.366
```

Summary:
Charge ... +3
HOMO ... -16.765 eV
LUMO ... -10.73 eV
Strongest force on any atom ... 0.49 eV/Å
Total energy ... -77802.3127 eV
Gap between HOMO and LUMO ... 6.03 eV
M ... 717.53 g/mol

---

Below is a molecular structure, C15H14AlBrF8O7PS, with properties calculated with ωB97M-V/def2-TZVPD.

Structure (XYZ):
```
48
Properties=species:S:1:pos:R:3:mulliken_charge:R:1
O 1.6378 -2.2776 1.2549 -0.525
C 1.9428 -1.0670 0.7091 0.423
C 1.4738 0.3808 1.3339 -0.550
C -0.1400 0.5338 1.6162 0.772
C -0.1579 1.4457 3.0018 0.397
F -1.4701 2.1709 3.2060 -0.314
F 0.8402 2.5818 2.9606 -0.345
C -0.0114 0.5440 4.3856 0.663
F 1.0008 -0.5226 4.3353 -0.201
F 0.4441 1.5232 5.4430 -0.300
F -1.3603 0.0710 4.8543 -0.219
O -0.8611 -0.7230 2.0147 -0.645
Al -1.5178 -1.5551 0.4113 0.554
S -3.6210 -2.3985 0.3564 0.840
O -3.5232 -3.8856 0.8783 -0.661
O -4.5942 -1.6872 1.3711 -0.602
C -4.4384 -2.4862 -1.3230 0.667
F -5.7237 -1.6960 -1.2394 -0.236
F -4.8926 -3.9089 -1.5533 -0.236
F -3.6182 -2.0055 -2.4571 -0.210
O -0.9946 -0.0843 -0.6359 -0.731
C -1.0587 1.0729 0.3214 0.366
C -0.4029 2.3707 -0.4326 -0.439
C -1.3114 3.0264 -1.6312 -0.193
O -0.3270 3.6387 -2.5864 -0.599
P -2.9913 1.1149 0.5715 0.592
O -3.8376 0.6770 -0.8765 -0.470
Br -3.6929 3.2672 1.0060 -0.371
C 2.9282 -1.1755 -0.6387 0.225
C 4.2112 -2.2311 -0.4435 -0.318
C 5.3484 -2.4728 -1.6113 -0.430
C 5.1273 -1.6007 -3.0156 -0.298
C 3.8538 -0.5428 -3.2249 -0.469
C 2.7180 -0.3177 -2.0179 -0.044
H 1.9072 1.2045 0.5860 0.360
H 2.1475 0.5077 2.3118 0.397
H -0.5309 -2.7140 -0.1276 -0.330
H 0.6061 2.0107 -0.9602 0.076
H -0.1309 3.2156 0.3561 0.286
H -1.9182 2.2578 -2.2736 0.009
H -1.9803 3.9484 -1.2775 0.221
H 0.0901 4.4594 -2.1554 0.315
H -3.2584 0.6452 -1.6900 0.334
H 4.3278 -2.8380 0.5767 0.249
H 6.2578 -3.2225 -1.4506 0.271
H 5.9348 -1.7700 -3.8560 0.249
H 3.7638 0.0819 -4.2359 0.269
H 1.8034 0.4323 -2.1482 0.199
```

Summary:
Charge ... -1
HOMO ... -6.220 eV
LUMO ... 1.44 eV
Strongest force on any atom ... 8.91 eV/Å
Total energy ... -148605.7269 eV
Gap between HOMO and LUMO ... 7.66 eV
M ... 628.18 g/mol

---

Below is a single C15H14ClN3O3 molecule, with properties calculated with ωB97M-V/def2-TZVPD.

Structure (XYZ):
```
36
Properties=species:S:1:pos:R:3:mulliken_charge:R:1
C -3.0827 -3.2850 -1.7608 -1.233
C -3.2466 -2.2158 -0.7481 -0.327
C -2.6075 -1.0196 -0.5706 0.404
C -3.2224 -0.4770 0.5915 0.539
N -3.0543 0.6975 1.2916 -0.066
C -2.1566 1.7263 1.2514 -0.033
O -2.2554 2.6324 2.0455 -0.651
C -1.0422 1.6534 0.2216 0.291
C -0.2873 2.9710 0.0822 -0.961
C 1.1416 2.5664 -0.2217 0.475
O 1.9978 3.2855 -0.6725 -0.651
N 1.2785 1.2423 0.1120 0.203
C 2.4539 0.4881 0.0458 0.619
C 3.5203 0.8814 -0.7638 -0.732
C 4.6640 0.1098 -0.8277 -0.530
C 4.7772 -1.0668 -0.1063 -0.564
C 3.7165 -1.4505 0.6947 0.062
Cl 3.8213 -2.9125 1.6152 -0.228
C 2.5629 -0.6912 0.7829 -0.344
C 0.0641 0.6880 0.6806 -1.092
N -4.1433 -1.3053 1.0382 -0.708
O -4.1599 -2.3771 0.2162 -0.119
H -4.0577 -3.6569 -2.0665 0.355
H -2.5232 -4.1182 -1.3365 0.289
H -2.5461 -2.9037 -2.6242 0.328
H -1.8415 -0.6196 -1.1970 0.410
H -3.7372 0.7856 2.0392 0.278
H -1.4499 1.3529 -0.7445 0.489
H -0.6800 3.6264 -0.6925 0.393
H -0.3086 3.5186 1.0286 0.348
H 3.4523 1.7954 -1.3279 0.434
H 5.4816 0.4280 -1.4560 0.379
H 5.6677 -1.6716 -0.1602 0.427
H 1.7731 -1.0233 1.4359 0.502
H -0.0920 -0.3333 0.3266 0.696
H 0.1215 0.6785 1.7771 0.320
```

Summary:
HOMO ... -8.819 eV
LUMO ... 0.35 eV
Strongest force on any atom ... 1.43 eV/Å
Total energy ... -38917.5018 eV
Structure (SMILES) ... Cc1cc(NC(=O)[C@H]2CC(=O)N(c3cccc(Cl)c3)C2)no1
Gap between HOMO and LUMO ... 9.17 eV
M ... 319.75 g/mol

---

Below is a single C15H14FN5O molecule, with properties calculated with ωB97M-V/def2-TZVPD.

Structure (XYZ):
```
36
Properties=species:S:1:pos:R:3:mulliken_charge:R:1
F 2.7147 4.1862 0.1310 -0.333
C 2.5935 2.8433 0.0718 0.422
C 3.4550 2.1309 -0.7429 -0.668
C 3.3219 0.7562 -0.8087 -0.368
C 2.3471 0.1024 -0.0648 0.229
C 2.2119 -1.4006 -0.1368 -1.058
O 0.8795 -1.8579 -0.0460 -0.321
C 0.0042 -1.5654 -1.0576 1.023
C 0.3418 -0.8783 -2.2156 -0.668
C -0.6163 -0.6393 -3.1868 -0.645
C -1.9150 -1.0760 -3.0128 -0.728
C -2.2558 -1.7528 -1.8534 -0.523
C -1.3142 -2.0107 -0.8735 0.592
C -1.6985 -2.7047 0.4112 -1.055
N -1.3802 -1.9059 1.5811 -0.267
C -1.9507 -0.6869 1.6928 0.662
N -1.3974 0.3264 2.4106 -0.124
N -2.2278 1.3046 2.3642 -0.689
N -3.2470 0.9149 1.6460 0.252
N -3.1328 -0.3286 1.1927 -0.474
C 1.5034 0.8420 0.7546 -0.039
C 1.6167 2.2184 0.8240 -0.678
H 4.2078 2.6503 -1.3143 0.424
H 3.9851 0.1873 -1.4448 0.393
H 2.7082 -1.8546 0.7292 0.369
H 2.6921 -1.7873 -1.0456 0.414
H 1.3446 -0.5137 -2.3677 0.321
H -0.3370 -0.1016 -4.0805 0.395
H -2.6615 -0.8841 -3.7679 0.388
H -3.2717 -2.0841 -1.6998 0.364
H -1.1641 -3.6525 0.5106 0.385
H -2.7744 -2.8921 0.4177 0.423
H -0.4015 -1.9061 1.8339 0.366
H -4.0505 1.4906 1.4468 0.231
H 0.7459 0.3509 1.3469 0.489
H 0.9599 2.7953 1.4548 0.495
```

Summary:
HOMO ... -8.702 eV
LUMO ... 0.80 eV
Strongest force on any atom ... 1.31 eV/Å
Total energy ... -27996.6840 eV
Structure (SMILES) ... Fc1ccc(COc2ccccc2CNc2nn[nH]n2)cc1
Gap between HOMO and LUMO ... 9.50 eV
M ... 299.31 g/mol

---

Below is a molecular structure, C15H14FeN2O6, with properties calculated with ωB97M-V/def2-TZVPD.

Structure (XYZ):
```
38
Properties=species:S:1:pos:R:3:lowdin_spin:R:1
C -2.0599 0.8039 -3.4705 0.000
O -2.5211 1.0027 -2.1157 0.006
C -1.6143 1.3958 -1.1206 -0.004
C -1.1718 0.4836 -0.1444 0.004
C 0.0690 0.7421 0.4945 0.242
C 0.5721 2.0426 0.5110 0.079
C -0.2673 3.0576 0.0468 0.194
C -1.3776 2.7703 -0.7879 -0.005
Fe -2.5112 1.8448 0.7372 1.249
C -2.4053 0.7994 2.0955 0.031
O -2.3299 0.2200 3.0889 0.013
C -4.0298 1.1258 0.3555 0.015
O -5.0943 0.6627 0.3309 -0.005
C -3.0906 3.2662 1.5581 0.057
O -3.3987 3.9697 2.4258 0.033
H -2.9439 0.4379 -4.0041 0.000
H -1.7084 1.7679 -3.8770 0.000
H -1.2530 0.0483 -3.4959 0.000
H -1.5012 -0.5445 -0.1190 0.001
H 0.2448 0.1073 1.3628 0.005
H 1.2605 -0.0791 -0.2189 0.024
H 1.5139 2.2570 1.0061 0.000
H -0.1001 4.1007 0.3656 0.008
H -1.9089 3.5717 -1.3072 0.003
C 2.0041 -4.0430 1.6186 0.017
N 2.4442 -2.9366 0.7957 0.269
C 1.6663 -1.8140 0.8317 0.032
O 0.7294 -1.7603 1.6579 0.061
N 1.9948 -0.8601 -0.0889 0.090
C 3.1657 -0.7667 -0.8113 0.145
O 3.4082 0.2435 -1.4839 0.281
C 3.9601 -1.9410 -0.6871 0.545
C 3.5884 -2.9962 0.0546 0.539
H 2.6943 -4.8820 1.4753 0.002
H 1.9728 -3.7774 2.6835 0.008
H 0.9930 -4.3761 1.3462 0.007
H 4.8666 -1.9896 -1.2393 0.020
H 4.1389 -3.9549 0.1292 0.032
```

Summary:
HOMO (spin up / spin down) ... -5.779 / -8.890 eV
LUMO (spin up / spin down) ... 0.45 / -3.03 eV
Strongest force on any atom ... 7.03 eV/Å
Total energy ... -65427.8870 eV
Gap between HOMO and LUMO (spin up / spin down) ... 6.23 / 5.86 eV
<S²> ... 6.08
Spin multiplicity ... 5
M ... 374.13 g/mol

---

Question: The lowest strongest force on any atom belongs to which entry?
Answer: C15H13N4O2ReS4Sb

---

Question: Which of these has the highest M?
Answer: C15H13N4O2ReS4Sb

---

Question: What is the total energy in the first record?
Answer: -33316.3752 eV

---

Question: Which value of total energy does entry 4 give?
Answer: -148605.7269 eV